[1]
A cluster of 3 separate species, C8H23N4 in total in a non-equilibrium geometry. Source: OMol25; level of theory: the ωB97M-V functional and the def2-TZVPD basis.

XYZ file:
```
35
Properties=species:S:1:pos:R:3:mulliken_charge:R:1
C -0.49 -0.46 2.69 -1.36
C 0.59 -1.56 0.44 -0.92
C 4.03 0.28 -0.39 -1.10
C 2.59 1.12 -2.20 -0.84
C -3.02 -1.66 0.27 -0.92
C -3.79 0.12 -1.04 -1.12
C 0.16 -0.44 1.31 0.81
C -1.53 0.17 -0.02 0.36
N -1.32 1.44 -0.47 -0.41
N 2.85 1.11 -0.76 -0.44
N -2.73 -0.34 -0.15 0.03
N 0.91 0.65 1.08 -0.39
H -1.23 -1.21 2.64 0.32
H 0.11 -0.64 3.59 0.39
H -0.85 0.46 2.93 0.52
H 0.82 -1.30 -0.57 0.37
H -0.19 -2.34 0.55 0.33
H 1.62 -2.11 0.72 0.29
H 4.17 -0.07 0.64 0.33
H 4.08 -0.62 -0.88 0.42
H 4.89 0.81 -0.81 0.42
H 3.19 1.65 -2.92 0.34
H 2.46 0.09 -2.46 0.32
H 1.46 1.61 -2.33 0.18
H -3.94 -1.44 0.92 0.41
H -3.34 -2.44 -0.48 0.29
H -2.11 -1.87 0.77 0.04
H -4.40 0.82 -0.64 0.47
H -3.32 0.81 -1.88 0.36
H -4.45 -0.61 -1.47 0.34
H -2.13 2.03 -0.36 0.24
H -0.49 1.98 -0.33 0.20
H 1.63 0.67 0.21 0.25
H 0.83 1.32 1.76 0.20
H 2.94 1.99 -0.35 0.27
```

Output
Kohn-Sham gap = 9.6268 eV
charge = +1

[2]
A structure of composition C48H54F5Ge2N5OTe2V. Source: OMol25; level of theory: the ωB97M-V functional and the def2-TZVPD basis.

XYZ file:
```
118
Properties=species:S:1:pos:R:3:mulliken_spin:R:1
V -0.60 -0.20 1.14 2.70
C 0.56 -6.33 2.94 0.00
C 0.11 -4.90 3.06 0.01
C 0.71 -4.02 3.96 0.00
C 0.37 -2.68 3.99 0.01
C -0.61 -2.15 3.15 -0.07
N -0.90 -0.79 3.06 -0.11
C -1.09 0.01 4.15 0.16
C -1.08 -0.49 5.48 0.03
C -1.11 0.31 6.59 0.00
C -1.18 1.70 6.48 0.01
C -1.16 2.60 7.68 0.00
C -1.32 2.20 5.20 -0.01
C -1.35 1.40 4.06 -0.04
N -1.75 2.05 2.84 0.10
C -2.33 3.27 2.76 0.03
C -2.64 3.52 1.44 0.00
C -2.22 2.38 0.77 0.08
N -1.69 1.50 1.61 -0.15
C -1.24 -3.06 2.28 0.01
C -0.87 -4.39 2.23 0.01
N -2.32 -2.63 1.45 0.02
C -3.46 -3.31 1.22 0.02
C -4.28 -2.49 0.48 -0.01
C -3.54 -1.31 0.31 0.03
N -2.36 -1.41 0.89 -0.01
H 1.14 -6.64 3.81 0.00
H 1.18 -6.46 2.05 0.00
H -0.29 -7.01 2.85 0.00
H 1.50 -4.39 4.61 0.00
H 0.92 -2.01 4.64 0.00
H -1.03 -1.56 5.61 0.00
H -1.07 -0.15 7.57 0.00
H -0.73 2.10 8.54 0.00
H -2.17 2.92 7.95 0.00
H -0.57 3.50 7.49 0.00
H -1.41 3.27 5.10 0.00
H -2.54 3.86 3.63 0.00
H -3.11 4.40 1.05 0.00
H -2.27 2.14 -0.28 -0.03
H -1.32 -5.03 1.48 0.00
H -3.61 -4.30 1.61 0.00
H -5.27 -2.70 0.11 0.00
H -3.82 -0.40 -0.21 0.01
C 4.41 -2.71 2.83 0.00
C 4.00 -1.26 2.83 0.00
Ge 1.62 1.10 1.54 0.16
C 2.17 1.80 3.31 0.00
C 3.55 2.44 3.49 0.00
C 2.88 1.90 0.29 -0.01
C 2.83 1.78 -1.05 0.00
Ge 1.36 0.89 -2.07 -0.01
C -0.08 2.22 -2.31 0.02
C 0.05 3.39 -3.30 0.00
C 1.95 -0.11 -3.64 0.00
C 2.06 0.63 -4.98 0.00
C 3.89 2.42 -1.87 0.00
C 3.60 2.95 -3.13 0.00
C 4.57 3.59 -3.89 0.00
C 5.86 3.70 -3.41 0.00
C 6.18 3.15 -2.17 0.00
C 5.20 2.52 -1.41 0.00
H 3.96 -3.24 3.67 0.00
H 5.50 -2.79 2.90 0.00
H 4.08 -3.18 1.90 0.00
H 4.20 -0.76 3.77 0.00
H 4.47 -0.71 2.01 0.00
H 2.00 0.99 4.02 0.00
H 1.38 2.53 3.54 0.00
H 4.35 1.74 3.25 0.00
H 3.70 2.76 4.52 0.00
H 3.68 3.31 2.85 0.00
H 3.68 2.51 0.71 0.00
H -0.24 2.61 -1.30 -0.01
H -0.96 1.62 -2.55 -0.01
H 0.81 4.10 -2.99 0.00
H -0.89 3.94 -3.37 0.00
H 0.29 3.04 -4.30 0.00
H 1.21 -0.92 -3.72 0.00
H 2.89 -0.60 -3.38 0.00
H 1.12 1.14 -5.23 0.00
H 2.26 -0.08 -5.78 0.00
H 2.86 1.36 -4.98 0.00
H 2.59 2.87 -3.53 0.00
H 4.31 4.00 -4.86 0.00
H 6.63 4.19 -3.99 0.00
H 7.19 3.20 -1.80 0.00
H 5.47 2.07 -0.47 0.00
Te -2.20 -1.19 -2.78 -0.01
C -1.69 -0.50 -4.72 0.00
C -0.98 -1.33 -5.58 0.00
C -0.63 -0.89 -6.85 0.00
C -0.99 0.38 -7.27 0.00
C -1.69 1.22 -6.41 0.00
C -2.04 0.78 -5.14 0.00
C -4.29 -1.22 -3.14 0.00
C -5.07 -0.08 -2.91 0.00
C -6.44 -0.11 -3.13 0.00
C -7.05 -1.28 -3.56 0.00
C -6.29 -2.42 -3.78 0.00
C -4.92 -2.39 -3.56 0.00
H -0.71 -2.33 -5.26 0.00
H -0.08 -1.55 -7.52 0.00
H -0.72 0.73 -8.26 0.00
H -1.97 2.22 -6.73 0.00
H -2.58 1.44 -4.48 0.00
H -4.59 0.83 -2.57 0.00
H -7.03 0.78 -2.95 0.00
H -8.12 -1.30 -3.72 0.00
H -6.76 -3.33 -4.11 0.00
H -4.33 -3.28 -3.73 0.00
F 2.84 -1.09 -0.06 0.00
Te 1.09 -1.95 -0.12 0.01
F 1.97 -3.51 0.57 0.00
F 1.79 -2.49 -1.77 0.00
F -0.36 -3.08 -0.75 0.00
F 2.61 -1.18 2.62 -0.01
O 0.41 -0.27 -1.07 0.08
```

Output
multiplicity = 4
Kohn-Sham gap (alpha / beta) = 6.1132 / 6.3363 eV

[3]
A cluster of 7 separate species, C6H24BrO9 in total in a non-equilibrium geometry. Source: OMol25; level of theory: the ωB97M-V functional and the def2-TZVPD basis.

XYZ file:
```
40
Properties=species:S:1:pos:R:3:mulliken_charge:R:1
Br -1.82 -0.43 0.02 -0.93
C 0.47 -1.46 4.41 -0.43
C -0.81 -0.70 3.84 -0.21
O -0.49 0.31 2.90 -0.42
O 1.27 -0.69 5.18 -0.50
H 1.07 -1.92 3.62 0.30
H 0.13 -2.37 4.91 0.31
H -1.31 -0.35 4.74 0.25
H -1.42 -1.41 3.29 0.21
H -0.80 0.10 2.02 0.22
H 2.03 -1.24 5.40 0.31
C 1.71 3.56 -1.75 -0.48
C 0.75 2.67 -0.99 -0.07
O -0.40 2.37 -1.75 -0.58
O 2.32 2.80 -2.76 -0.53
H 2.55 3.90 -1.14 0.32
H 1.18 4.43 -2.13 0.26
H 0.46 3.17 -0.07 0.34
H 1.22 1.72 -0.75 0.07
H -0.65 1.46 -1.60 0.35
H 1.56 2.40 -3.20 0.31
C 2.95 -1.87 -2.55 -0.59
C 1.86 -0.99 -1.94 0.28
O 0.71 -1.76 -1.59 -0.48
O 2.62 -2.07 -3.92 -0.53
H 3.01 -2.83 -2.05 0.32
H 3.92 -1.38 -2.54 0.29
H 1.75 -0.13 -2.59 -0.02
H 2.22 -0.54 -1.01 0.22
H 0.10 -1.23 -1.08 0.24
H 2.58 -1.20 -4.32 0.30
O -3.53 2.66 0.34 -0.62
H -4.27 2.78 -0.26 0.28
H -3.11 1.86 0.04 0.28
O -4.70 -0.79 -1.92 -0.62
H -3.78 -0.96 -2.11 0.30
H -4.71 0.10 -1.57 0.29
O -2.59 -3.29 1.72 -0.63
H -2.12 -2.80 1.06 0.26
H -1.94 -3.87 2.10 0.28
```

Output
Kohn-Sham gap = 8.9375 eV
charge = -1

Respective energy relative to the best compared isomer or geometry (same formula, charge and spin) values: 1.501 0.000 0.458 eV.